(1)
Below is a cluster of 4 separate species, C21H36FN5O7 in total in a non-equilibrium geometry, with properties calculated with ωB97M-V with the def2-TZVPD basis set.

Cartesian coordinates (Å):
C 2.164 -2.738 1.755
O 0.959 -2.198 2.405
C 1.072 -0.742 2.488
C 0.303 0.012 1.250
C -0.284 -1.050 0.214
N -0.442 -1.943 -0.593
C -0.931 0.824 1.956
C -2.245 0.921 1.009
C -3.330 -0.257 1.308
C -3.608 -1.192 0.019
O -3.916 -0.733 -1.114
O -3.468 -2.622 0.192
C 1.307 1.096 0.619
C 0.556 2.304 -0.153
N -0.228 3.092 -0.632
C 2.403 0.503 -0.398
C 3.805 0.127 0.273
O 4.254 0.549 1.360
F 4.655 -0.763 -0.501
H 1.980 -3.837 1.475
H 3.118 -2.570 2.371
H 2.240 -2.170 0.741
H 0.645 -0.441 3.509
H 2.184 -0.442 2.491
H -0.582 1.873 2.298
H -1.290 0.296 2.928
H -2.007 1.049 -0.106
H -2.778 1.906 1.326
H -2.823 -0.959 2.084
H -4.300 0.134 1.781
H -3.128 -3.018 -0.650
H 1.888 1.615 1.482
H 2.627 1.347 -1.165
H 2.060 -0.396 -1.017
C -0.082 0.289 -4.112
O -0.012 0.797 -3.008
N 0.980 -0.169 -4.840
C 0.816 -0.762 -6.152
C 2.313 -0.058 -4.283
H -1.047 0.157 -4.627
H 1.200 -1.785 -6.130
H 1.380 -0.175 -6.881
H -0.235 -0.781 -6.444
H 2.353 -0.607 -3.339
H 2.532 0.995 -4.086
H 3.053 -0.463 -4.975
C -9.569 -0.816 -0.516
O -9.503 -0.315 0.592
N -8.504 -1.267 -1.243
C -8.663 -1.852 -2.558
C -7.173 -1.157 -0.680
H -10.532 -0.946 -1.035
H -8.277 -2.874 -2.542
H -8.097 -1.259 -3.282
H -9.713 -1.870 -2.854
H -7.136 -1.712 0.261
H -6.957 -0.105 -0.475
H -6.429 -1.556 -1.371
C 6.375 3.109 4.788
O 5.256 2.868 5.203
N 6.985 2.471 3.745
C 8.322 2.814 3.308
C 6.269 1.415 3.054
H 7.004 3.892 5.241
H 8.284 3.135 2.264
H 8.963 1.933 3.397
H 8.737 3.621 3.915
H 5.346 1.821 2.643
H 6.019 0.627 3.769
H 6.879 1.001 2.250

The value obtained for the energy is -46856.6748 eV. The largest force on an atom comes out at 6.75 eV/Å. For the HOMO-LUMO gap, the calculation gives 0.3357 hartree. The molar mass is 489.54 g mol⁻¹. The calculation puts the LUMO energy at 0.124 eV. The value obtained for the HOMO energy is -9.012 eV.

***

(2)
Below is a cluster of 3 separate species, C21H36N3O7 in total in a non-equilibrium geometry, with properties calculated with ωB97M-V with the def2-TZVPD basis set.

Cartesian coordinates (Å):
C 2.600 -2.349 3.112
C 1.481 -1.341 2.812
C 0.238 -1.813 3.597
C 1.904 0.076 3.312
C 1.763 1.321 2.382
C 0.701 2.281 3.008
N -0.638 1.695 3.033
C 3.066 2.119 2.412
C 3.621 2.512 3.636
C 4.786 3.268 3.691
N 5.449 3.668 2.610
C 4.938 3.295 1.447
C 3.778 2.537 1.283
C 1.273 0.982 0.979
C 1.706 -0.391 0.456
C 3.213 -0.575 0.322
C 1.049 -0.592 -0.927
N 1.105 -1.386 1.373
O 1.063 -2.578 0.907
H 2.187 -3.347 3.222
H 3.081 -2.084 4.049
H 3.344 -2.394 2.324
H 0.562 -2.230 4.547
H -0.279 -2.578 3.028
H -0.444 -0.994 3.802
H 2.932 0.013 3.653
H 1.320 0.264 4.210
H 0.711 3.207 2.436
H 1.052 2.535 4.009
H -1.313 2.447 3.094
H -0.759 1.171 3.891
H 3.146 2.224 4.563
H 5.175 3.547 4.659
H 5.472 3.613 0.562
H 3.450 2.292 0.289
H 1.581 1.731 0.257
H 0.187 0.977 0.978
H 3.407 -1.598 0.008
H 3.568 0.080 -0.468
H 3.751 -0.387 1.247
H 0.100 -1.089 -0.779
H 1.679 -1.174 -1.588
H 0.843 0.379 -1.369
C -2.612 -0.642 0.431
O -2.813 -0.088 -0.873
C -4.061 0.305 -1.122
O -4.994 0.227 -0.370
O -4.093 0.790 -2.364
C -5.382 1.238 -2.792
H -1.564 -0.915 0.490
H -2.833 0.092 1.202
H -3.224 -1.531 0.574
H -5.737 2.048 -2.159
H -6.096 0.417 -2.781
H -5.252 1.596 -3.809
C -3.953 -2.413 -8.532
O -3.364 -1.470 -7.635
C -3.265 -1.902 -6.377
O -3.624 -2.977 -5.974
O -2.704 -0.939 -5.650
C -2.533 -1.267 -4.266
H -3.970 -1.932 -9.506
H -3.356 -3.321 -8.581
H -4.969 -2.654 -8.224
H -1.879 -2.131 -4.155
H -3.494 -1.464 -3.798
H -2.078 -0.402 -3.798

The value obtained for the energy is -41162.0350 eV. Its multiplicity is 2. Its expectation value of S² is 0.75. The largest force on an atom comes out at 1.48 eV/Å. For the HOMO-LUMO gap (spin up / spin down), the calculation gives 0.3271 / 0.3644 hartree. The molar mass is 442.53 g mol⁻¹. The calculation puts the LUMO energy (spin up / spin down) at 0.452 / 0.305 eV. The value obtained for the HOMO energy (spin up / spin down) is -8.447 / -9.611 eV.

***

(3)
Below is an isolated molecule of C21H36N4O3, with properties calculated with ωB97M-V with the def2-TZVPD basis set.

Cartesian coordinates (Å):
C 4.760 -2.592 -4.997
H 4.197 -2.928 -5.866
H 5.696 -3.146 -4.961
H 4.998 -1.539 -5.130
C 3.955 -2.829 -3.721
C 3.704 -4.327 -3.542
H 3.113 -4.712 -4.371
H 3.163 -4.519 -2.618
H 4.644 -4.872 -3.509
C 2.612 -2.090 -3.752
C 2.681 -0.554 -3.685
N 2.871 0.070 -2.387
C 4.218 0.030 -1.861
H 4.934 0.123 -2.677
H 4.428 -0.901 -1.307
C 4.377 1.210 -0.908
N 3.320 1.159 0.072
C 2.125 0.568 -0.095
O 1.246 0.690 0.741
C 1.938 -0.302 -1.337
C 0.459 -0.214 -1.741
H 0.175 0.821 -1.901
C -0.349 -0.919 -0.660
O -0.084 -2.073 -0.369
N -1.402 -0.272 -0.110
C -2.061 -0.888 1.020
C -1.968 0.071 2.201
N -2.761 1.239 1.890
C -2.712 1.743 0.642
O -3.402 2.671 0.261
C -1.653 1.145 -0.278
H -1.969 1.365 -1.303
H -0.735 1.706 -0.059
C -3.677 1.808 2.864
C -2.950 2.224 4.143
C -3.928 2.907 5.094
C -5.094 1.979 5.421
C -5.810 1.552 4.143
C -4.838 0.865 3.188
H -5.350 0.590 2.264
H -4.463 -0.050 3.654
H -6.233 2.431 3.654
H -6.631 0.874 4.384
H -5.795 2.484 6.087
H -4.718 1.094 5.940
H -3.411 3.194 6.012
H -4.310 3.817 4.626
H -2.131 2.901 3.892
H -2.524 1.346 4.633
H -4.084 2.703 2.379
H -2.350 -0.396 3.108
H -0.916 0.344 2.350
H -1.551 -1.832 1.223
H -3.112 -1.083 0.778
H 0.293 -0.778 -2.659
H 2.114 -1.340 -0.986
H 3.406 1.747 0.890
H 5.343 1.167 -0.397
H 4.319 2.148 -1.475
H 1.753 -0.147 -4.095
H 3.489 -0.190 -4.323
H 2.101 -2.360 -4.680
H 1.994 -2.453 -2.928
H 4.545 -2.480 -2.868

The calculation puts the energy above the lowest of the compared OMol25 structures with the same formula, charge and spin at 28.2 kcal/mol. The value obtained for the energy is -34466.1834 eV. The largest force on an atom comes out at 0.64 eV/Å. For the HOMO-LUMO gap, the calculation gives 0.3449 hartree. The molar mass is 392.54 g mol⁻¹. The calculation puts the LUMO energy at 0.684 eV. The value obtained for the HOMO energy is -8.701 eV.

***

(4)
Below is a structure of composition C21H36P2PbSe in a non-equilibrium geometry, with properties calculated with ωB97M-V with the def2-TZVPD basis set.

Cartesian coordinates (Å):
P 0.971 -0.369 -2.575
P 2.534 -1.460 0.510
C 2.772 -0.684 -2.226
C 3.075 -1.797 -1.225
H 3.239 0.273 -1.929
H 3.236 -1.005 -3.174
H 2.679 -2.777 -1.519
H 4.172 -1.913 -1.189
C 3.817 -0.312 1.023
H 3.509 0.246 1.908
H 4.030 0.398 0.218
H 4.725 -0.894 1.244
C 3.057 -3.018 1.314
H 4.145 -3.130 1.234
H 2.572 -3.892 0.861
H 2.800 -2.997 2.380
C 0.822 1.276 -3.354
H -0.188 1.671 -3.147
H 0.914 1.157 -4.445
H 1.643 1.960 -3.036
C 0.839 -1.473 -4.068
H 0.738 -2.535 -3.802
H 1.711 -1.351 -4.727
H -0.054 -1.194 -4.642
Pb 0.501 3.147 -0.945
C 0.099 -2.252 2.135
C 0.864 -1.217 1.481
C 0.094 -0.265 0.516
C -1.001 -0.799 -0.431
C -0.419 -1.786 -1.427
C 0.174 -2.941 -0.924
C -0.421 -3.719 0.188
C -0.927 -3.059 1.496
C -1.709 3.141 -1.302
H 0.279 -2.376 3.227
H 1.378 -0.606 2.276
H 0.842 0.178 -0.170
H -0.319 0.589 1.088
H -1.793 -1.325 0.108
H -1.491 0.072 -0.927
H -1.026 -1.812 -2.337
H 0.773 -3.522 -1.633
H 0.338 -4.452 0.492
H -1.270 -4.284 -0.244
H -1.868 -2.491 1.390
H -1.220 -3.895 2.162
H -2.207 3.909 -0.702
H -2.134 2.179 -1.016
H -1.912 3.334 -2.366
Se -0.673 3.184 1.594
C -2.409 3.616 2.240
C -2.641 4.957 2.638
C -3.921 5.359 3.014
C -4.966 4.430 3.113
C -4.713 3.084 2.813
C -3.441 2.660 2.420
H -1.813 5.668 2.601
H -4.097 6.404 3.241
H -5.959 4.746 3.442
H -5.524 2.361 2.890
H -3.229 1.599 2.222

The value obtained for the energy is -111524.4790 eV. The largest force on an atom comes out at 3.68 eV/Å. For the HOMO-LUMO gap, the calculation gives 0.1575 hartree. The molar mass is 636.63 g mol⁻¹. The calculation puts the LUMO energy at -1.051 eV. The value obtained for the HOMO energy is -5.337 eV.

***

(5)
Below is a structure of composition C21H36P2Re in a non-equilibrium geometry, with properties calculated with ωB97M-V with the def2-TZVPD basis set.

Cartesian coordinates (Å):
P -0.788 -2.044 -1.299
P -0.833 0.968 -1.067
C -1.378 -1.102 -2.824
C -0.478 0.079 -2.857
H -2.422 -0.861 -2.629
H -1.302 -1.698 -3.728
H 0.589 -0.164 -2.906
H -0.720 0.672 -3.749
C -2.043 2.102 -2.120
H -2.216 3.085 -1.678
H -3.000 1.588 -2.226
H -1.714 2.308 -3.158
C 0.483 2.212 -2.317
H 0.277 2.201 -3.391
H 1.510 1.870 -2.185
H 0.431 3.275 -2.041
C -1.682 -3.570 -1.805
H -1.463 -4.384 -1.120
H -1.430 -3.903 -2.822
H -2.738 -3.308 -1.794
C 0.767 -2.598 -2.495
H 1.545 -1.844 -2.639
H 0.446 -2.869 -3.527
H 1.349 -3.444 -2.132
Re -1.491 -0.803 0.366
C 2.445 2.364 0.246
C 1.440 3.262 0.098
C 0.062 2.671 0.251
C -0.154 -2.119 0.368
C 3.095 -2.514 -0.798
C 3.428 -1.274 -0.533
C 2.578 0.009 -0.780
C 2.461 0.923 0.493
C -1.112 -2.102 2.438
H 3.491 2.786 0.144
H 1.506 4.299 -0.131
H -0.144 2.104 1.169
H -0.699 3.385 0.038
H -2.695 -1.287 1.470
H 0.476 -3.016 0.579
H 2.736 -3.400 -0.283
H 4.334 -1.030 -0.007
H 1.556 -0.286 -1.058
H 2.929 0.563 -1.680
H 1.499 0.687 1.001
H 3.277 0.651 1.181
H -0.143 -1.883 2.919
H -1.062 -3.185 2.227
H -1.807 -2.018 3.283
C -0.727 1.853 5.070
C -2.052 1.477 4.817
C -2.393 0.726 3.653
C -1.432 0.307 2.709
C -0.111 0.550 3.100
C 0.241 1.386 4.185
H -0.456 2.485 5.925
H -2.808 1.781 5.549
H -3.435 0.440 3.545
H 0.684 0.014 2.595
H 1.294 1.625 4.359

The calculation puts the energy above the lowest of the compared OMol25 structures with the same formula, charge and spin at 318.6 kcal/mol. The value obtained for the energy is -43032.2373 eV. Its multiplicity is 4. Its expectation value of S² is 3.85. The largest force on an atom comes out at 9.03 eV/Å. For the HOMO-LUMO gap (spin up / spin down), the calculation gives 0.1352 / 0.1734 hartree. The molar mass is 536.67 g mol⁻¹. The calculation puts the LUMO energy (spin up / spin down) at -9.605 / -9.028 eV. Its net charge is +2. The value obtained for the HOMO energy (spin up / spin down) is -13.284 / -13.746 eV.

***

(6)
Below is a structure of composition C21H36P2SSn in a non-equilibrium geometry, with properties calculated with ωB97M-V with the def2-TZVPD basis set.

Cartesian coordinates (Å):
P -1.707 -1.215 -0.994
P 0.736 1.396 1.792
C 0.211 -0.877 -0.365
C 0.723 -0.378 0.964
H 0.641 -0.352 -1.231
H 0.481 -1.957 -0.507
H 0.327 -1.018 1.756
H 1.805 -0.506 0.940
C 2.075 2.317 0.954
H 2.171 3.319 1.419
H 1.827 2.521 -0.100
H 3.038 1.782 1.000
C 1.639 0.883 3.313
H 2.726 0.742 3.135
H 1.165 -0.050 3.669
H 1.441 1.677 4.062
C -1.695 -0.968 -2.834
H -2.751 -0.871 -3.122
H -1.212 -1.748 -3.443
H -1.282 0.006 -3.074
C -1.828 -3.030 -0.969
H -1.575 -3.380 0.038
H -1.221 -3.587 -1.718
H -2.888 -3.282 -1.133
Sn -1.057 1.709 -0.718
C 3.177 -1.361 -0.780
C 3.126 -0.105 -1.255
C 3.441 0.246 -2.656
C 2.694 -0.640 -3.666
C 1.391 -1.190 -3.178
C 1.188 -2.404 -2.612
C 2.257 -3.345 -2.173
C 3.456 -2.663 -1.497
C -3.154 2.513 -0.391
H 3.319 -1.451 0.317
H 3.197 0.723 -0.540
H 4.523 0.139 -2.836
H 3.160 1.301 -2.804
H 2.456 0.013 -4.519
H 3.347 -1.448 -4.025
H 0.556 -0.634 -3.547
H 0.220 -2.904 -2.696
H 2.605 -3.891 -3.068
H 1.800 -4.079 -1.489
H 3.839 -3.400 -0.771
H 4.239 -2.521 -2.242
H -3.423 2.790 0.644
H -3.945 1.869 -0.792
H -3.113 3.425 -1.039
S -2.104 0.148 2.074
C -2.923 1.229 3.094
C -4.174 0.871 3.685
C -4.948 1.826 4.322
C -4.485 3.154 4.424
C -3.258 3.514 3.842
C -2.466 2.556 3.218
H -4.501 -0.159 3.555
H -5.885 1.551 4.801
H -5.035 3.879 5.033
H -2.872 4.527 3.940
H -1.491 2.791 2.793

The calculation puts the energy above the lowest of the compared OMol25 structures with the same formula, charge and spin at 44.7 kcal/mol. The value obtained for the energy is -57599.1449 eV. The largest force on an atom comes out at 3.23 eV/Å. For the HOMO-LUMO gap, the calculation gives 0.1963 hartree. The molar mass is 501.24 g mol⁻¹. The calculation puts the LUMO energy at -0.863 eV. The value obtained for the HOMO energy is -6.206 eV.

***

(7)
Below is a cluster of 4 separate species, C21H37BINO10 in total in a non-equilibrium geometry, with properties calculated with ωB97M-V with the def2-TZVPD basis set.

Cartesian coordinates (Å):
N 7.370 1.726 -0.530
C 6.619 2.315 -1.676
C 5.167 2.927 -1.239
O 4.759 2.499 0.103
C 3.984 2.522 -2.289
B 2.939 1.448 -1.657
C 3.371 -0.065 -1.152
C 4.516 -0.735 -2.058
C 4.547 -2.318 -1.676
I 5.460 -2.497 0.292
C 1.347 1.806 -1.429
C 0.891 1.794 0.084
C -0.581 2.069 0.472
C -1.584 2.335 -0.697
C -1.165 2.379 -2.206
C 0.343 2.097 -2.571
H 7.081 0.760 -0.331
H 7.316 2.309 0.315
H 7.264 3.182 -2.082
H 6.532 1.545 -2.520
H 5.321 4.070 -1.210
H 4.800 3.319 0.642
H 3.443 3.515 -2.530
H 4.513 2.065 -3.194
H 2.415 -0.709 -1.276
H 3.631 0.039 -0.044
H 5.539 -0.258 -1.884
H 4.289 -0.611 -3.182
H 5.030 -2.960 -2.487
H 3.437 -2.621 -1.581
H 1.662 1.567 0.900
H -0.853 2.055 1.575
H -2.676 2.514 -0.404
H -1.938 2.602 -3.031
H 0.668 2.090 -3.661
C 5.680 -4.461 3.279
O 5.355 -4.885 4.602
C 5.329 -3.892 5.508
O 5.551 -2.726 5.289
O 5.013 -4.425 6.701
C 4.949 -3.479 7.765
H 5.672 -5.340 2.634
H 4.935 -3.754 2.908
H 6.679 -4.020 3.250
H 4.175 -2.732 7.572
H 5.919 -2.999 7.914
H 4.688 -4.019 8.676
C -4.763 0.518 1.692
O -6.159 0.802 1.640
C -6.498 1.749 0.746
O -5.739 2.347 0.020
O -7.830 1.915 0.801
C -8.337 2.897 -0.101
H -4.606 -0.256 2.444
H -4.410 0.142 0.729
H -4.201 1.407 1.989
H -8.128 2.615 -1.135
H -7.918 3.880 0.124
H -9.419 2.944 0.031
C -8.087 -2.167 -4.794
O -8.428 -2.580 -3.472
C -8.449 -1.582 -2.572
O -8.212 -0.420 -2.796
O -8.781 -2.104 -1.379
C -8.841 -1.149 -0.321
H -8.101 -3.051 -5.433
H -8.821 -1.454 -5.176
H -7.083 -1.739 -4.818
H -9.605 -0.395 -0.526
H -7.867 -0.682 -0.168
H -9.117 -1.678 0.592

The calculation puts the energy above the lowest of the compared OMol25 structures with the same formula, charge and spin at 122.5 kcal/mol. The value obtained for the energy is -53113.8807 eV. The largest force on an atom comes out at 4.78 eV/Å. For the HOMO-LUMO gap, the calculation gives 0.3263 hartree. The molar mass is 601.24 g mol⁻¹. The calculation puts the LUMO energy at 0.417 eV. The value obtained for the HOMO energy is -8.462 eV.